Record 1
DFT (ωB97M-V with the def2-TZVPD basis set) results for an isolated ion of composition C4H8NS and charge +1 at a distorted geometry.

```
14
C4H8NS, DFT ωB97M-V with the def2-TZVPD basis set
C -0.7754 1.1153 0.4193
N -0.1082 -0.1317 0.4820
C -0.9798 -1.2707 0.1339
C 1.1140 -0.2287 -0.3738
C 2.5596 -0.2612 0.2156
S 4.1595 -0.4710 0.0155
H -0.5186 1.8012 1.2211
H -0.6960 1.4068 -0.6109
H -1.8864 0.8921 0.4302
H 0.2087 -0.3901 1.4866
H -1.7776 -1.1008 0.8113
H -1.3988 -1.2558 -0.8793
H -0.4784 -2.3275 0.0812
H 4.4869 0.9004 -0.3482
```

Results
Energy relative to the best compared isomer or geometry (same formula, charge and spin) in kJ/mol: 530.74
Structure (SMILES): C[NH+](C)C#CS
LUMO energy in eV: -5.284
Charge: +1
HOMO-LUMO gap in eV: 8.44

Here are the natural (NBO) charges for atoms 1 to 6, given in e: -0.43, -0.44, -0.43, 0.06, -0.26, 0.38

Record 2
DFT (ωB97M-V with the def2-TZVPD basis set) results for C6H8N4 as an isolated structure at a distorted geometry.

```
18
C6H8N4, DFT ωB97M-V with the def2-TZVPD basis set
C 1.9887 -1.8524 2.2047
C 1.6225 -1.0668 3.3681
C -0.8665 1.5253 0.2253
C 1.4233 -0.9951 1.3565
C -0.7082 -0.2082 -1.5655
C 0.6668 0.0985 1.6265
N 0.9351 0.0056 2.9765
N -0.7837 1.0323 -1.0694
N -0.2484 1.0709 1.3100
N -0.7946 -0.3417 -2.8590
H 2.4760 -2.7352 2.0383
H 1.7230 -1.1020 4.3859
H -1.5930 2.4300 0.2209
H -0.6467 -0.9592 -0.9197
H -0.9535 1.8035 -1.6645
H -0.6015 1.6655 2.0643
H -0.6111 -1.1950 -3.4160
H -0.9161 0.3758 -3.5552
```

Results
Energy relative to the best compared isomer or geometry (same formula, charge and spin) in kJ/mol: 278.50
LUMO energy (spin up / spin down) in eV: -9.647 / -9.646
Charge: +2
HOMO-LUMO gap (spin up / spin down) in eV: 6.91 / 6.91

Here are the natural (NBO) charges for atoms 1 to 6, given in e: -0.32, 0.07, 0.29, 0.40, 0.43, 0.03

Record 3
DFT (ωB97M-V with the def2-TZVPD basis set) results for the molecule C22H26N4O2 at a distorted geometry.

```
54
C22H26N4O2, DFT ωB97M-V with the def2-TZVPD basis set
C 0.7992 2.5526 2.4985
C -0.0583 1.8026 3.5143
C -1.5151 1.7146 3.0678
C 0.5228 0.4157 3.8126
C 0.6803 -0.5421 2.6634
N 0.1272 -0.2787 1.4884
C 0.2541 -1.1047 0.4479
N -0.3960 -0.7255 -0.6805
C -0.5328 -1.5657 -1.8507
C -1.7012 -1.0847 -2.7024
N -1.4833 0.2814 -3.1323
C -1.7676 0.6000 -4.4202
O -2.2891 -0.2088 -5.1740
C -1.4477 1.9467 -4.9188
C -1.8117 2.4536 -6.1426
C -1.2626 3.7494 -6.2177
C -0.5995 3.9399 -5.0429
O -0.7038 2.8635 -4.2523
C -0.8933 1.1598 -2.1440
C -1.0520 0.5608 -0.7509
C 1.0296 -2.2944 0.5378
C 1.3383 -3.1702 -0.5158
N 1.6712 -3.9282 -1.3142
C 1.5774 -2.5807 1.7875
C 1.3937 -1.7201 2.8583
C 2.0855 -2.2426 4.0820
C 2.3967 -3.7045 3.7155
C 2.4260 -3.7489 2.1791
H 0.3851 3.5399 2.3071
H 0.8422 2.0029 1.5634
H 1.8137 2.6733 2.8734
H -0.0282 2.3640 4.4574
H -1.9044 2.7061 2.8474
H -2.1255 1.2752 3.8542
H -1.5943 1.0959 2.1808
H 1.5102 0.5372 4.2687
H -0.1095 -0.0767 4.5594
H 0.3871 -1.5498 -2.4507
H -0.7207 -2.6000 -1.5481
H -2.6376 -1.1621 -2.1376
H -1.7959 -1.6990 -3.6007
H -2.3988 1.9430 -6.8770
H -1.3460 4.4413 -7.0301
H -0.0345 4.7695 -4.6647
H -1.3872 2.1344 -2.1663
H 0.1729 1.3118 -2.3564
H -0.5915 1.2163 -0.0115
H -2.1172 0.4675 -0.5035
H 3.0047 -1.6763 4.2609
H 1.4672 -2.1649 4.9769
H 1.5938 -4.3475 4.0796
H 3.3308 -4.0497 4.1547
H 3.4402 -3.6030 1.7962
H 2.0553 -4.6901 1.7731
```

Results
Energy relative to the best compared isomer or geometry (same formula, charge and spin) in kJ/mol: 156.37
Structure (SMILES): CC(C)Cc1nc(N2CCN(C(=O)c3ccco3)CC2)c(C#N)c2c1CCC2
LUMO energy in eV: 0.543
HOMO-LUMO gap in eV: 8.55

Here are the natural (NBO) charges for atoms 1 to 6, given in e: -0.61, -0.20, -0.62, -0.44, 0.29, -0.53

Number 1: M 102.182 Da. Number 2: M 136.158 Da. Number 3: M 378.476 Da.